C30H62IN16O9S2 | wB97M-V/def2-TZVPD

The geometry in ORCA input format:
```
! RIJCOSX wB97M-V def2-TZVPD def2/J DEFGRID3
* xyz 1 1
H -1.958 6.475 -0.564
C -4.899 -2.163 -5.819
H 1.754 0.185 4.918
S 2.764 0.275 -0.779
N -1.376 5.965 -4.390
C 0.467 1.665 -4.070
C -3.456 -0.728 -1.130
H 0.211 1.649 4.982
N 1.969 -4.589 -4.468
N 2.807 -4.207 -2.352
O 1.563 -6.057 -2.784
C -0.196 2.659 3.099
H -1.616 8.494 -4.514
N -2.288 0.143 -0.904
C 2.077 -5.026 -3.173
H 2.635 1.479 -0.194
H -1.440 1.136 -3.193
O -0.838 6.439 -2.231
N -3.749 2.213 1.952
H -0.677 1.984 -1.215
O 3.010 -0.643 -3.909
C 2.607 -1.612 2.667
N -2.931 7.822 2.196
H 3.661 -1.635 2.935
H -2.106 -2.037 0.672
H 0.315 3.415 2.506
H 2.397 -3.740 -4.788
H 5.817 -8.852 2.346
S -1.839 3.265 3.545
H 1.453 -5.157 -5.112
H 0.069 -0.576 -5.232
H -4.283 -2.954 -7.656
H 1.463 -0.829 -6.309
H 0.035 1.658 -5.070
H 0.519 2.708 -3.761
H -0.247 1.747 2.503
O -2.424 3.574 0.886
C -2.515 7.780 0.890
H 2.488 -3.193 1.137
N 2.471 2.500 8.275
N -1.346 8.141 -3.616
H 1.726 2.087 7.747
C -1.167 -1.586 0.392
C 2.036 -0.105 -4.364
H 2.119 -2.337 3.317
C 0.649 2.419 4.351
H 3.458 0.406 4.378
N 2.839 -8.477 3.505
C -0.005 -2.154 0.867
H -4.046 -0.821 -0.215
C -3.371 3.124 0.063
C 1.224 -0.451 -0.276
C -0.125 -3.383 1.712
H -3.121 8.725 2.588
C 3.638 2.764 7.614
C -4.360 -0.088 -2.183
N -6.182 -2.573 -6.018
H -3.071 -2.177 -6.702
O -4.557 -1.565 -4.807
H -6.487 -3.065 -6.837
N 4.970 -9.076 2.834
O 1.820 1.201 -4.071
C -0.386 0.907 -3.066
I 0.170 -6.333 2.174
H 0.933 -0.252 2.842
H 0.712 3.352 4.911
H -4.323 0.996 -2.068
C 1.228 -1.556 0.548
C 3.980 -8.134 2.830
H 2.328 2.695 9.248
C -1.136 -0.469 -0.403
H -1.130 -3.449 2.123
H -6.849 -2.366 -5.298
H 3.245 -3.357 -2.661
H 5.494 3.526 7.912
H 2.928 -4.504 -1.401
C -1.165 6.824 -3.345
H -1.646 6.265 -5.307
C -2.714 2.981 2.078
O -2.378 8.791 0.223
N -4.179 2.310 0.657
H 0.589 -3.363 2.528
H 4.890 -9.963 3.291
H -1.209 8.786 -2.855
H 1.152 -4.560 0.426
C 1.113 -0.868 -5.281
H -3.440 3.430 -0.965
H 2.397 0.379 2.021
H -2.379 5.691 0.923
H -0.663 -5.786 -0.763
H 2.104 -7.794 3.505
N -2.268 6.532 0.394
H -3.144 -1.717 -1.453
N 4.626 3.322 8.370
H -1.252 4.987 -4.214
O 3.786 2.516 6.427
H -5.390 -0.395 -2.032
O 4.100 -7.060 2.264
H 4.527 3.534 9.344
C 2.410 0.545 4.129
C 2.023 -0.223 2.845
H -0.733 -4.056 -1.002
H 2.097 2.245 2.821
H -2.556 0.939 -0.333
H 1.150 -1.899 -4.944
N 0.050 0.081 -0.740
H 2.822 2.681 4.336
C -0.844 -4.841 -0.255
H -4.031 -0.326 -3.188
C 0.164 -4.643 0.865
H -0.292 -0.172 -3.178
H 2.709 -9.349 3.980
H 0.990 1.756 -1.628
C 0.030 1.265 -1.622
H 3.367 -1.740 0.661
H -1.861 -4.872 0.136
C 2.492 -2.110 1.176
C 2.076 2.032 3.893
N -4.023 -2.465 -6.821
H -3.050 7.007 2.767
*
```

Computed properties:
* LUMO: -3.21 eV
* orbital gap: 7.8 eV
* molar mass: 981.97 g mol⁻¹
* E_HOMO: -11.053 eV

Atomic partial charges in e from the Löwdin method, atoms 1 to 8:
1 H 0.06
2 C -0.66
3 H 0.11
4 S 0.96
5 N 0.15
6 C -0.17
7 C -0.22
8 H 0.10

=====

C18H20N4O4S2 | wB97M-V/def2-TZVPD

The geometry in ORCA input format:
```
! RIJCOSX wB97M-V def2-TZVPD def2/J DEFGRID3
* xyz 0 1
H 1.990 2.519 -0.297
C 0.951 2.434 -2.216
H 0.472 0.883 0.852
C -1.889 -0.241 3.848
N -0.768 0.585 -0.758
H 0.297 3.051 -0.260
O 1.885 0.537 -3.426
H -1.162 2.776 -2.382
H -3.483 -5.177 3.274
H 1.242 0.166 -0.583
C -2.364 -2.069 2.325
H -0.442 2.018 -3.818
H -0.211 -0.114 -2.621
C -0.854 0.662 -2.201
C -2.588 -3.542 2.150
C 0.535 0.928 -0.238
H -1.719 0.112 4.854
C 4.429 1.440 -3.089
O -2.739 -4.444 5.629
C -2.328 -1.177 1.270
H -1.892 0.458 -2.463
N 3.304 2.085 -2.638
H 1.151 3.475 -2.498
C -1.852 0.638 2.781
N 5.622 1.898 -2.913
C -0.438 2.036 -2.728
H 6.568 -0.838 -4.543
H -1.616 -4.045 2.102
C -2.743 -3.733 4.652
O -1.745 2.594 0.566
H -2.494 -1.505 0.256
C -2.150 -1.591 3.626
C 0.988 2.321 -0.683
N -2.187 -2.483 4.685
H 3.457 2.962 -2.160
C 6.541 1.061 -3.457
C 2.048 1.579 -2.828
C 6.038 -0.047 -4.053
S -2.042 1.265 0.098
H -1.661 1.690 2.920
C -3.383 -4.093 3.329
H -3.110 -3.739 1.214
H 7.580 1.325 -3.380
S 4.313 -0.072 -3.946
H -4.389 -3.661 3.333
C -2.077 0.163 1.504
H -1.854 -2.166 5.587
O -3.231 1.076 -0.679
*
```

Computed properties:
* LUMO: 0.47 eV
* orbital gap: 9.2 eV
* molar mass: 420.52 g mol⁻¹
* E_HOMO: -8.686 eV

Atomic partial charges in e from the Löwdin method, atoms 1 to 8:
1 H 0.12
2 C -0.22
3 H 0.12
4 C 0.00
5 N -0.23
6 H 0.10
7 O 0.00
8 H 0.12

=====

C20H46OP4Re | wB97M-V/def2-TZVPD

The geometry in ORCA input format:
```
! RIJCOSX wB97M-V def2-TZVPD def2/J DEFGRID3
* xyz 4 4
H 0.095 -0.735 -1.889
C 1.869 -3.232 0.439
H -0.837 0.972 3.619
H 0.944 -1.032 4.165
C 2.385 1.462 -0.427
C -1.446 -3.292 1.091
Re -0.310 -0.007 -0.331
C -2.003 -1.197 2.839
H 0.299 3.693 1.110
C 2.719 -1.787 -1.681
C 3.200 3.627 0.079
H -0.467 2.697 3.464
C 3.592 2.675 -2.092
C 2.597 2.483 0.506
O 1.399 0.706 0.047
H 3.233 -2.747 -1.808
P -1.132 1.773 1.258
H 2.465 -1.383 -2.663
C 2.689 -0.622 2.999
H -3.690 -0.298 0.236
H -3.433 1.219 -1.371
C -2.609 1.629 -1.975
H -3.649 -2.002 -0.348
H 3.306 4.391 0.846
H 2.687 0.472 3.210
H -0.721 1.236 -4.214
H 3.080 0.639 -2.375
H -2.194 2.530 -1.498
H -2.918 1.805 -3.015
H -0.627 -3.539 1.785
H 0.484 -2.922 -2.889
H 3.892 4.773 -1.547
H -2.123 -0.137 3.083
H 0.467 -0.119 -3.813
H -3.136 2.740 2.268
H -2.936 -1.699 3.130
H -1.171 -3.683 0.096
C -0.661 3.406 0.671
H 0.667 1.436 -3.011
C 3.596 3.771 -1.236
H -1.659 -1.831 -3.172
H -0.532 3.403 -0.409
H -4.109 -1.645 1.352
H -1.158 -1.586 3.420
H 3.984 2.796 -3.078
H -0.845 -3.049 -1.736
H -2.927 -0.546 -3.587
H -2.358 -3.807 1.432
P -1.728 -1.455 1.007
H 2.094 2.372 1.482
H 1.535 -2.406 3.120
H 2.295 -4.101 -0.077
H -3.429 2.206 0.596
C 0.233 -3.159 -1.855
C 3.021 1.473 -1.718
P -1.375 0.389 -2.215
H 3.087 -0.817 2.024
H 0.681 1.441 2.891
H 2.656 -2.779 1.044
H -1.433 4.131 0.942
H 1.132 -3.623 1.142
C -2.330 -1.039 -2.803
C -3.485 -1.341 0.500
C -0.387 1.717 2.949
H -2.965 -1.405 -1.974
H 0.497 -4.198 -1.644
C -0.059 0.786 -3.471
H -3.401 1.003 1.904
C 1.749 -1.454 3.572
C -2.944 1.935 1.542
H 3.389 -1.084 -1.171
P 1.165 -2.025 -0.766
*
```

Computed properties:
* LUMO (alpha / beta): -14.50 / -15.70 eV
* ⟨S²⟩: 3.790
* orbital gap (alpha / beta): 5.8 / 4.6 eV
* molar mass: 612.69 g mol⁻¹
* E_HOMO (alpha / beta): -20.344 / -20.334 eV

Atomic partial charges in e from the Löwdin method, atoms 1 to 8:
1 H -0.03
2 C -0.19
3 H 0.04
4 H 0.05
5 C -0.27
6 C -0.20
7 Re 0.89
8 C -0.20